{"formula": "C2H6OS5", "method": "wB97M-V/def2-TZVPD", "homo_energy_ev": -8.513, "gap_ev": 7.9, "symbols": ["C", "C", "O", "S", "S", "S", "S", "S", "H", "H", "H", "H", "H", "H"], "positions_angstrom": [[-3.023632, -0.422533, 0.323239], [1.566977, 0.274730, 0.560586], [0.720110, -2.181566, 0.312412], [-2.911969, -0.968943, -1.239851], [-2.787414, 1.183039, 0.921056], [0.840957, 0.932722, -1.034434], [3.163610, -0.483812, 0.104955], [0.487412, -0.935586, 1.349864], [-3.456634, -0.975709, 1.035558], [1.778972, 1.173535, 1.166607], [-0.059178, -2.446774, -0.081062], [-2.359177, 1.948590, -0.244698], [1.113511, -0.248028, -1.834687], [2.644521, -1.675988, -0.324617]], "atomic_forces_ev_per_a": [[1.163, 2.558, -4.653], [0.066, -0.206, -1.887], [2.801, 0.247, 1.205], [0.168, 0.377, 1.564], [0.641, 1.031, -1.316], [0.196, -1.534, -0.737], [0.275, -0.418, 0.359], [-0.012, 0.585, 0.843], [-1.261, -2.327, 2.851], [-0.317, -0.710, 0.062], [-2.893, -0.528, -1.458], [-0.626, -1.647, 1.552], [-0.426, 1.834, 1.354], [0.225, 0.737, 0.262]], "mulliken_charge": [-0.245, -0.334, -0.438, -0.195, -0.122, -0.156, -0.162, 0.149, 0.373, 0.333, 0.300, 0.184, 0.149, 0.162]}

{"formula": "C3H4O2", "method": "wB97M-V/def2-TZVPD", "homo_energy_ev": -8.871, "gap_ev": 9.5, "symbols": ["O", "C", "C", "C", "O", "H", "H", "H", "H"], "positions_angstrom": [[1.135084, 0.603238, -0.945648], [0.843599, -0.181326, 0.101209], [-0.249003, 0.386233, 0.814577], [-0.984955, -0.272475, -0.312080], [-1.299353, -0.485736, 1.084368], [1.408553, -1.093321, 0.283918], [-0.344329, 1.454802, 0.973708], [0.147496, 0.794807, -1.206226], [-0.657089, -1.206220, -0.793823]], "atomic_forces_ev_per_a": [[-0.259, 0.056, -0.242], [-0.275, -0.190, -0.002], [-0.082, 0.382, -0.084], [-0.622, -0.495, -0.036], [0.240, -0.402, 0.627], [-0.208, 0.195, -0.035], [-0.111, -0.074, 0.047], [1.380, 0.476, -0.321], [-0.064, 0.054, 0.046]], "mulliken_charge": [-0.423, -0.153, 0.140, -0.496, -0.327, 0.403, 0.230, 0.391, 0.235]}